13
Properties=species:S:1:pos:R:3:forces:R:3:nbo_charge:R:1 method="wB97M-V/def2-TZVPD" e_homo_ev=-16.204 total_energy_ev=-8521.0095 relative_energy_kcal_mol=19.0 total_charge=+1 lumo_ev=-3.45 gap_ev=12.8
Li -0.101923 -0.188615 -0.089538 0.14 -0.18 0.04 0.9133
O 1.332077 -0.742615 1.323462 -1.50 -1.02 -1.56 -0.9688
H 1.811077 -1.538615 1.517462 0.26 -0.71 0.09 0.5037
H 1.746077 -0.078615 1.810462 1.08 1.71 1.33 0.4854
O 0.942077 1.449385 -0.733538 0.67 1.34 1.60 -0.9695
H 1.270077 2.078385 -0.037538 -1.08 -0.81 -0.25 0.4887
H 1.663077 1.655385 -1.322538 0.23 -0.56 -1.29 0.5009
O -1.632923 0.361385 1.184462 6.22 -0.76 0.91 -0.9434
H -1.560923 1.265385 1.382462 -0.01 1.94 0.58 0.4884
H -2.454923 0.210385 0.934462 -6.12 -1.12 -1.71 0.4805
O -0.799923 -1.357615 -1.618538 -0.31 -0.56 -3.15 -0.9952
H -0.485923 -1.447615 -2.603538 -0.40 0.41 2.83 0.5130
H -1.727923 -1.666615 -1.747538 0.81 0.31 0.59 0.5029